# 1
# C10H9BF7NO6S

A 2-piece molecular cluster, C10H9BF7NO6S overall (ωB97M-V with the def2-TZVPD basis set, the Open Molecules 2025 dataset).

HOMO-LUMO gap	8.1201	eV

```
! wB97M-V def2-TZVPD RIJCOSX def2/J DEFGRID3
* xyz 0 1
C -0.14 -3.19 1.86
C -0.25 -2.83 0.58
C -0.37 -1.41 0.06
S -2.00 -1.25 -0.72
O -2.26 -2.45 -1.44
O -2.03 -0.01 -1.42
C -3.25 -1.23 0.68
F -3.94 -2.36 0.62
F -2.62 -1.19 1.87
C -4.25 -0.03 0.62
F -3.69 1.04 1.18
F -4.63 0.23 -0.62
F -5.33 -0.36 1.33
C -0.10 -0.32 1.12
C 1.34 -0.02 0.92
N 1.77 -0.49 -0.18
C 0.74 -1.13 -0.99
H 0.45 -2.63 2.56
H -0.64 -4.09 2.20
H -0.23 -3.58 -0.20
H -0.75 0.56 1.10
H -0.22 -0.72 2.13
H 1.98 0.54 1.59
H 2.74 -0.38 -0.51
H 1.11 -2.03 -1.47
H 0.42 -0.41 -1.75
B 3.12 4.36 -0.63
O 3.77 2.98 -0.43
C 3.27 2.15 -1.28
O 3.54 0.97 -1.37
C 2.22 2.87 -2.16
O 1.57 2.33 -3.01
O 2.16 4.11 -1.77
F 4.07 5.28 -0.97
F 2.44 4.70 0.52
*
```

# 2
# C10H9Cl2N2O

An isolated ion of composition C10H9Cl2N2O and charge +1 (ωB97M-V with the def2-TZVPD basis set, the Open Molecules 2025 dataset).

relative energy (zero: lowest compared OMol25 entry of this formula, charge and spin)	298.6	kJ/mol
HOMO-LUMO gap	4.0363	eV

```
! wB97M-V def2-TZVPD RIJCOSX def2/J DEFGRID3
* xyz 1 1
C 2.84 -1.69 0.94
C 1.53 -2.13 0.88
C 3.09 -0.40 0.54
C 0.53 -1.35 0.43
C 2.12 0.41 0.06
C 0.76 -0.02 0.00
C -3.92 1.44 -1.35
C -4.40 -0.57 -0.16
C -1.80 0.63 -0.44
C -0.28 0.83 -0.47
N -4.51 0.53 -0.68
N -2.50 1.58 -1.14
O -0.04 2.18 -0.69
Cl -4.82 -1.28 1.26
Cl -1.96 0.84 1.48
H 3.70 -2.32 1.08
H 1.22 -3.07 1.36
H 4.21 -0.05 0.47
H -0.48 -1.66 0.38
H 2.23 1.53 -0.26
H -4.58 2.04 -2.03
H -2.16 -0.38 -0.48
H -1.88 2.33 -1.51
H 0.70 2.31 -0.16
*
```

# 3
# C10H9ClO2S

An isolated molecule of C10H9ClO2S (ωB97M-V with the def2-TZVPD basis set, the Open Molecules 2025 dataset).

SMILES string	O=C1C=CC[C@@H](O)[C@]1(Cl)c1cccs1
relative energy (zero: lowest compared OMol25 entry of this formula, charge and spin)	0.0	kJ/mol
HOMO-LUMO gap	8.9752	eV

```
! wB97M-V def2-TZVPD RIJCOSX def2/J DEFGRID3
* xyz 0 1
O -1.93 0.89 -1.57
C -1.50 0.71 -0.47
C -1.50 1.69 0.55
C -0.78 1.53 1.68
C 0.03 0.25 2.06
C -0.61 -0.96 1.35
O -1.89 -1.22 1.97
C -0.68 -0.67 -0.22
Cl -1.68 -1.92 -1.02
C 0.59 -0.51 -0.88
C 0.76 0.12 -2.06
C 2.08 0.07 -2.43
C 2.87 -0.70 -1.63
S 2.05 -1.28 -0.21
H -2.21 2.41 0.32
H -0.62 2.36 2.42
H 0.98 0.48 1.52
H -0.06 0.14 3.10
H -0.01 -1.91 1.56
H -2.31 -2.01 1.55
H 0.03 0.65 -2.66
H 2.36 0.66 -3.29
H 4.04 -0.78 -1.63
*
```

# 4
# C10H9INO2

An isolated ion of composition C10H9INO2 and charge +1 (ωB97M-V with the def2-TZVPD basis set, the Open Molecules 2025 dataset).

HOMO-LUMO gap	8.1606	eV

```
! wB97M-V def2-TZVPD RIJCOSX def2/J DEFGRID3
* xyz 1 1
C 0.57 -0.59 -3.03
C 0.44 0.70 -2.50
C 0.51 -1.63 -2.11
C 0.22 0.93 -1.14
C 0.23 -0.11 -0.22
C 0.26 -1.41 -0.76
C -0.21 2.20 -0.73
C -0.17 1.73 1.35
C -1.48 -0.01 1.53
C 0.84 -0.47 2.17
N -0.05 0.18 1.22
O -0.52 3.25 -1.08
O -0.15 2.27 2.37
I 0.23 -3.15 0.42
H 0.66 -0.73 -4.07
H 0.54 1.63 -3.13
H 0.44 -2.63 -2.53
H -1.75 0.45 2.59
H -2.11 0.31 0.71
H -1.49 -1.19 1.63
H 1.34 0.31 2.76
H 0.13 -0.96 2.99
H 1.51 -1.09 1.54
*
```

# 5
# C10H9INOS

An isolated ion of composition C10H9INOS and charge +1 (ωB97M-V with the def2-TZVPD basis set, the Open Molecules 2025 dataset).

HOMO-LUMO gap	6.0847	eV

```
! wB97M-V def2-TZVPD RIJCOSX def2/J DEFGRID3
* xyz 1 1
C -0.10 3.13 -0.42
C -0.74 3.23 0.81
C 0.12 1.89 -0.93
C -1.43 2.09 1.34
C -0.31 0.70 -0.43
C -1.07 0.90 0.74
C -1.56 -1.45 0.92
C -0.02 -2.99 -0.87
C 0.69 -1.57 -0.79
C 1.63 -1.65 0.30
N -0.26 -0.57 -0.97
O -1.65 -0.29 1.37
S -1.44 -2.95 0.47
I 2.93 0.21 0.39
H 0.56 3.96 -0.84
H -1.10 4.17 1.09
H 0.73 1.78 -1.91
H -1.91 2.03 2.33
H -0.64 -3.26 -1.80
H 0.50 -3.99 -0.55
H 1.19 -1.60 -1.82
H 2.56 -2.22 0.24
H 1.30 -1.55 1.34
*
```

# 6
# C10H9N2O5Sc

C10H9N2O5Sc as an isolated structure (ωB97M-V with the def2-TZVPD basis set, the Open Molecules 2025 dataset).

relative energy (zero: lowest compared OMol25 entry of this formula, charge and spin)	112.9	kJ/mol
HOMO-LUMO gap (alpha / beta)	5.9939 / 6.7965	eV

```
! wB97M-V def2-TZVPD RIJCOSX def2/J DEFGRID3
* xyz 2 1
O -0.10 5.27 0.19
C -0.10 4.14 0.07
Sc 0.08 -0.84 0.46
C 0.10 -2.81 -0.68
O 0.07 -3.69 -1.43
C -0.68 -0.38 -1.69
O -0.65 -0.51 -2.88
C 2.33 -0.72 -0.15
O 3.38 -0.59 -0.60
C -1.89 -0.79 -0.83
O -3.07 -0.70 -0.92
H 0.36 0.28 -0.82
C 0.03 2.22 5.24
C 0.03 1.08 4.31
C 0.01 -0.30 4.56
C 0.03 -0.94 3.32
N 0.06 0.01 2.35
N 0.07 1.23 2.99
C 0.00 -2.39 3.00
H -0.85 2.18 5.90
H 0.92 2.20 5.89
H 0.01 3.19 4.71
H -0.02 -0.78 5.53
H 0.08 2.10 2.47
H 0.87 -2.89 3.45
H -0.90 -2.85 3.42
H 0.02 -2.64 1.91
*
```

# 7
# C10H9N3

An isolated molecule of C10H9N3 (ωB97M-V with the def2-TZVPD basis set, the Open Molecules 2025 dataset).

SMILES string	N#CCCn1cnc2ccccc21
relative energy (zero: lowest compared OMol25 entry of this formula, charge and spin)	81.2	kJ/mol
HOMO-LUMO gap	9.1867	eV

```
! wB97M-V def2-TZVPD RIJCOSX def2/J DEFGRID3
* xyz 0 1
N 3.83 0.63 1.62
C 3.08 -0.08 1.02
C 2.58 -0.94 -0.06
C 1.77 -0.21 -1.06
N 0.66 0.57 -0.57
C 0.60 1.98 -0.41
N -0.59 2.37 0.02
C -1.26 1.14 0.37
C -2.71 1.06 0.58
C -3.26 -0.22 0.55
C -2.40 -1.32 0.41
C -1.06 -1.24 0.00
C -0.55 0.03 -0.07
H 1.85 -1.84 0.27
H 3.36 -1.48 -0.55
H 2.45 0.51 -1.70
H 1.19 -0.83 -1.75
H 1.37 2.63 -0.69
H -3.23 1.93 0.77
H -4.28 -0.31 0.88
H -2.93 -2.21 0.48
H -0.46 -2.18 -0.11
*
```

# 8
# C10H9N4O7S

An isolated ion of composition C10H9N4O7S and charge -1 (ωB97M-V with the def2-TZVPD basis set, the Open Molecules 2025 dataset).

HOMO-LUMO gap	6.3360	eV

```
! wB97M-V def2-TZVPD RIJCOSX def2/J DEFGRID3
* xyz -1 1
O 3.06 -3.17 -3.01
N 2.96 -1.97 -2.70
O 3.89 -1.15 -2.68
C 1.66 -1.49 -2.34
C 0.49 -2.27 -2.40
C -0.57 -1.48 -1.98
N -1.91 -1.75 -2.46
O -2.75 -0.84 -2.22
O -2.20 -2.81 -3.05
C -0.36 -0.04 -1.47
S 1.48 0.10 -1.73
H 0.51 -3.29 -2.76
H -0.80 0.66 -2.19
C -0.24 3.68 1.71
N -0.27 2.26 1.40
C -0.87 1.85 0.20
O -1.43 2.68 -0.51
C -0.93 0.39 -0.13
C -0.56 -0.54 0.98
O -0.80 -1.75 0.86
N -0.01 0.00 2.13
C 0.32 -0.95 3.16
C 0.16 1.38 2.41
O 0.68 1.76 3.45
H 0.33 3.79 2.62
H 0.24 4.22 0.89
H -1.26 4.04 1.85
H -2.00 0.17 -0.27
H 0.82 -0.39 3.94
H -0.61 -1.40 3.52
H 0.96 -1.72 2.74
*
```

# 9
# C11H10

An isolated molecule of C11H10 (ωB97M-V with the def2-TZVPD basis set, the Open Molecules 2025 dataset).

SMILES string	Cc1ccc2ccccc2c1
relative energy (zero: lowest compared OMol25 entry of this formula, charge and spin)	488.5	kJ/mol
HOMO-LUMO gap	8.7955	eV

```
! wB97M-V def2-TZVPD RIJCOSX def2/J DEFGRID3
* xyz 0 1
C 0.60 2.36 2.37
C 0.33 1.29 1.19
C -1.14 1.00 1.12
C -1.81 0.27 0.29
C -0.77 -0.37 -0.71
C -1.13 -1.52 -1.38
C -0.39 -2.44 -2.14
C 1.07 -1.97 -2.24
C 1.45 -0.91 -1.44
C 0.59 -0.17 -0.67
C 1.09 0.91 0.08
H 0.26 1.86 3.23
H 1.61 2.68 2.44
H -0.40 3.08 2.31
H -1.73 1.11 2.28
H -2.96 0.15 0.47
H -2.26 -1.70 -1.18
H -0.97 -3.58 -1.97
H 1.90 -2.58 -2.72
H 2.45 -0.60 -1.40
H 2.21 1.12 0.07
*
```

# 10
# C11H10Br2N4OSY

C11H10Br2N4OSY as an isolated structure (ωB97M-V with the def2-TZVPD basis set, the Open Molecules 2025 dataset).

HOMO-LUMO gap	7.4512	eV

```
! wB97M-V def2-TZVPD RIJCOSX def2/J DEFGRID3
* xyz 1 1
Y -0.28 -0.24 -0.02
C -2.26 0.75 -2.78
C -0.90 1.38 -2.90
C -0.54 2.15 -4.01
C 0.72 2.69 -4.09
C 1.65 2.47 -3.05
C 2.98 2.95 -3.03
Br 3.64 4.00 -4.45
C 3.80 2.65 -1.98
C 3.35 1.87 -0.90
Br 4.52 1.47 0.52
C 2.07 1.37 -0.86
O 1.59 0.62 0.12
C 1.21 1.68 -1.96
N -0.06 1.16 -1.91
H -2.87 0.96 -3.65
H -2.78 1.14 -1.90
H -2.16 -0.34 -2.68
H -1.25 2.31 -4.81
H 1.02 3.29 -4.94
H 4.82 3.01 -1.96
N -0.63 0.16 2.40
N -1.51 1.10 1.72
H -1.05 -0.24 3.23
H 0.21 0.66 2.69
H -1.42 2.04 2.08
H -2.47 0.81 1.90
S -0.75 -5.05 -0.68
C -0.68 -3.50 -0.52
N -0.63 -2.30 -0.40
*
```

# 11
# C11H10Br5O4P

An isolated molecule of C11H10Br5O4P (ωB97M-V with the def2-TZVPD basis set, the Open Molecules 2025 dataset).

SMILES string	O=P1(Oc2c(Br)cc(Br)cc2Br)OCC(CBr)(CBr)CO1
HOMO-LUMO gap	9.6107	eV

```
! wB97M-V def2-TZVPD RIJCOSX def2/J DEFGRID3
* xyz 0 1
O -1.23 -2.07 -1.00
P -0.36 -0.89 -1.06
O -1.14 0.12 -2.04
C -2.12 0.87 -1.40
C -1.79 2.04 -0.75
Br 0.01 2.69 -0.81
C -2.76 2.85 -0.07
C -4.08 2.33 0.02
Br -5.47 3.33 0.88
C -4.38 1.13 -0.61
C -3.42 0.49 -1.31
Br -3.98 -1.15 -1.92
O -0.03 -0.28 0.43
C 0.91 -1.03 1.17
C 2.32 -1.00 0.53
C 3.29 -0.02 1.36
Br 3.19 1.94 1.31
C 2.80 -2.43 0.64
Br 2.27 -3.29 2.36
C 2.15 -0.42 -0.96
O 1.14 -1.19 -1.60
H -2.43 3.78 0.49
H -5.29 0.80 -0.32
H 0.45 -2.06 1.26
H 1.03 -0.65 2.22
H 4.32 -0.35 1.13
H 3.29 -0.29 2.37
H 2.37 -3.01 -0.25
H 3.92 -2.45 0.41
H 1.95 0.67 -0.94
H 3.08 -0.47 -1.54
*
```

# 12
# C11H10BrGaNS

C11H10BrGaNS as an isolated structure (ωB97M-V with the def2-TZVPD basis set, the Open Molecules 2025 dataset).

HOMO-LUMO gap	6.5342	eV

```
! wB97M-V def2-TZVPD RIJCOSX def2/J DEFGRID3
* xyz -1 1
C -0.13 -1.87 -1.45
C 1.22 -1.55 -1.26
C 1.54 -1.77 0.15
H 1.96 -1.27 -2.02
C 0.31 -2.22 0.78
C -0.68 -2.29 -0.21
H -1.71 -2.59 -0.06
H -0.69 -1.80 -2.39
H 2.54 -1.81 0.59
H 0.23 -2.57 1.81
Ga 1.27 0.40 0.36
Br 2.82 1.50 -0.83
C -1.10 2.13 0.47
C -2.10 1.11 0.47
C -2.20 0.58 -0.85
H -2.68 0.78 1.33
C -1.26 1.26 -1.67
C -0.57 2.21 -0.86
H 0.20 2.91 -1.19
H -0.75 2.70 1.32
H -2.85 -0.23 -1.17
H -1.06 1.05 -2.73
S 2.86 1.67 4.07
C 1.80 1.06 3.07
N 1.01 0.60 2.27
*
```

Number 1: maximum force 0.0260 hartree/bohr, energy -54827.7637 eV. Number 2: maximum force 0.0945 hartree/bohr, energy -40576.5579 eV. Number 3: maximum force 0.0856 hartree/bohr, energy -37966.6380 eV. Number 4: maximum force 0.0936 hartree/bohr, energy -24191.1614 eV. Number 5: maximum force 0.1030 hartree/bohr, energy -32975.8391 eV. Number 6: maximum force 0.1140 hartree/bohr, energy -44412.5509 eV. Number 7: maximum force 0.0854 hartree/bohr, energy -14984.6749 eV. Number 8: maximum force 0.0604 hartree/bohr, energy -41641.4260 eV. Number 9: maximum force 0.1418 hartree/bohr, energy -11564.4031 eV. Number 10: maximum force 0.0152 hartree/bohr, energy -171538.0910 eV. Number 11: maximum force 0.0710 hartree/bohr, energy -379261.1475 eV. Number 12: maximum force 0.0549 hartree/bohr, energy -146314.5833 eV.